[1]
Formula: C12H14NP
Source: OMol25
Level of theory: ωB97M-V/def2-TZVPD

Geometry as XYZ:
```
28
Properties=species:S:1:pos:R:3:forces:R:3
P -1.296 1.554 0.034 1.87 -0.06 0.01
N 1.444 -1.326 0.501 0.01 -0.02 -0.31
C 1.682 2.337 -0.164 1.78 3.23 -1.56
C -3.041 1.009 0.087 -1.11 -0.14 1.57
C -1.268 -1.356 -0.093 2.14 3.14 0.67
C -1.827 -1.300 -1.487 0.49 1.19 -2.45
C 1.975 0.913 -0.010 1.84 1.43 -0.13
C 3.703 -0.701 0.218 3.20 1.22 1.11
C 2.729 -1.598 0.517 0.10 -2.09 1.67
C 3.324 0.617 0.019 0.23 -0.36 -1.40
C -0.400 0.084 0.015 -2.03 -0.18 0.63
C -2.350 -1.233 0.912 0.42 -0.07 2.21
C 1.067 -0.075 0.181 -2.11 -1.57 -0.12
C -3.102 -0.143 1.046 -1.42 -1.12 0.66
H 1.070 2.694 0.690 0.40 0.28 -0.76
H 3.942 1.457 -0.355 0.26 -0.94 0.89
H -0.457 -2.049 0.188 -1.02 -0.32 -0.59
H -3.778 -0.107 1.971 0.93 0.24 -1.59
H -2.921 -1.413 -1.388 0.58 -0.83 -0.97
H -3.353 0.801 -0.929 -0.21 -0.27 -0.18
H -1.689 -0.277 -1.986 -0.38 -1.04 1.12
H -3.769 1.740 0.526 1.09 0.10 -0.78
H -2.316 -1.882 1.808 -0.16 -0.04 -0.84
H 2.746 3.009 -0.324 -2.85 -1.87 1.14
H 3.055 -2.582 0.969 -0.66 0.92 -0.90
H 4.792 -0.948 0.478 -1.67 0.20 -0.99
H 1.247 2.606 -1.160 -0.50 -0.40 1.00
H -1.210 -1.831 -2.263 -1.23 -0.62 0.89
```
Positions in Å, forces in eV/Å.

**Relative energy (zero: lowest compared OMol25 entry of this formula, charge and spin)**: 14.07 kcal/mol
**Orbital gap**: 7.86 eV
**Structure (SMILES)**: Cc1cccnc1C1=PCC=C[C@H]1C
**HOMO energy**: -8.111 eV

---

[2]
Formula: C12H15AuF4N3O2
Source: OMol25
Level of theory: ωB97M-V/def2-TZVPD

Geometry as XYZ:
```
37
Properties=species:S:1:pos:R:3:forces:R:3
Au 0.580 -0.705 0.232 -0.58 -0.40 -0.27
F -2.618 4.671 2.528 -0.01 0.01 0.03
F -1.565 3.731 0.313 0.00 0.02 -0.05
F 0.076 -0.015 2.763 0.02 -0.03 -0.01
F -1.010 0.982 4.949 -0.01 0.01 0.03
O -0.439 -4.719 -0.659 0.07 0.20 0.01
O -0.579 -2.536 -0.198 0.33 -0.08 -0.01
N -0.091 1.259 0.332 0.36 0.21 0.04
N 0.358 -0.303 -1.954 -0.25 0.06 0.06
N 2.004 -2.390 0.651 0.14 0.07 0.23
C 0.048 -3.673 -0.291 -0.36 0.00 0.00
C 0.694 1.132 -1.975 -0.05 -0.04 -0.13
C -0.582 1.144 2.675 0.06 0.02 -0.11
C -1.142 1.656 3.815 -0.04 0.06 0.05
C -1.398 3.032 1.431 0.03 -0.12 -0.03
C -1.954 3.525 2.588 -0.02 0.05 0.03
C -0.674 1.806 1.417 -0.06 0.06 -0.04
C -1.031 -0.590 -2.373 0.13 0.07 -0.11
C 1.324 -1.119 -2.702 -0.09 0.02 -0.02
C 1.530 -3.673 0.073 0.21 0.15 0.07
C -1.836 2.855 3.792 -0.03 -0.01 0.08
C -0.135 1.916 -0.980 -0.03 -0.08 0.15
H 2.329 -0.940 -2.325 0.00 0.01 -0.01
H 0.264 2.928 -0.927 0.01 0.04 0.09
H -1.242 -1.644 -2.221 0.05 -0.05 0.00
H 2.045 -2.451 1.664 0.02 -0.08 0.00
H -1.174 2.005 -1.303 0.00 0.01 -0.05
H 0.529 1.531 -2.981 0.02 0.00 -0.02
H -2.280 3.255 4.694 0.00 0.00 -0.02
H 1.282 -0.848 -3.761 0.03 -0.02 -0.01
H 1.058 -2.168 -2.594 0.00 0.01 0.00
H 2.091 -3.875 -0.838 0.02 -0.03 0.00
H -1.734 -0.017 -1.775 0.02 0.01 0.00
H -1.135 -0.320 -3.428 -0.04 -0.02 0.01
H 1.754 1.224 -1.742 0.01 0.01 0.03
H 2.946 -2.168 0.351 0.04 -0.09 -0.01
H 1.708 -4.498 0.759 0.01 -0.03 -0.02
```
Positions in Å, forces in eV/Å.

**⟨S²⟩**: 2.046
**Multiplicity**: 3
**Orbital gap (alpha / beta)**: 9.19 / 5.83 eV
**HOMO energy (alpha / beta)**: -12.014 / -11.905 eV
**Total charge**: +1

---

Per-record electronic energy, Eh: -861.6358; -1315.8260